(1)
C60H34ClI4MgN6O | the ωB97M-V functional and the def2-TZVPD basis

Output
- LUMO (eV) = 1.1
- frontier orbital gap (eV) = 5.522
- charge = -1
- strongest force on any atom (eV Å⁻¹) = 2.57
- energy above the lowest of the compared OMol25 structures with the same formula, charge and spin (kcal/mol) = 0.0
- E (eV) = -124135.018

Atoms and positions in Å:
1 Mg -1.96 -24.83 -3.98
2 I -2.35 -33.01 1.51
3 C -2.30 -31.05 0.85
4 C -1.88 -29.96 1.59
5 C -1.83 -28.70 1.04
6 C -2.16 -28.52 -0.32
7 C -2.51 -29.63 -1.08
8 C -2.61 -30.89 -0.48
9 C -2.05 -27.25 -1.15
10 C -3.22 -26.51 -1.39
11 C -4.42 -26.57 -0.53
12 C -5.32 -25.77 -1.12
13 C -4.81 -25.32 -2.39
14 C -5.53 -24.94 -3.48
15 C -6.98 -24.60 -3.24
16 C -8.01 -25.51 -2.93
17 C -9.32 -25.08 -2.76
18 C -9.60 -23.74 -2.84
19 I -11.48 -22.82 -2.75
20 C -8.65 -22.85 -3.28
21 C -7.36 -23.27 -3.47
22 C -5.01 -24.78 -4.81
23 N -3.72 -24.88 -5.18
24 C -3.68 -24.89 -6.52
25 C -2.51 -25.12 -7.31
26 C -2.79 -25.26 -8.77
27 C -2.57 -26.49 -9.34
28 C -2.85 -26.75 -10.68
29 C -3.34 -25.73 -11.46
30 I -3.78 -26.18 -13.50
31 C -3.56 -24.46 -10.94
32 C -3.32 -24.23 -9.57
33 C -1.21 -25.37 -6.91
34 C 0.00 -25.29 -7.73
35 C 1.07 -25.32 -6.91
36 C 0.54 -25.56 -5.55
37 N -0.78 -25.55 -5.60
38 C 1.29 -25.85 -4.39
39 C 0.65 -26.36 -3.27
40 C 1.34 -27.26 -2.31
41 C 0.38 -27.75 -1.51
42 C -0.86 -27.07 -1.83
43 N -0.65 -26.27 -2.92
44 C 2.71 -25.44 -4.22
45 C 3.77 -25.50 -5.13
46 C 4.95 -24.85 -4.90
47 C 5.15 -24.11 -3.74
48 I 6.78 -22.86 -3.55
49 C 4.16 -24.11 -2.77
50 C 2.98 -24.76 -3.01
51 C -5.00 -24.75 -7.04
52 C -5.83 -24.65 -5.94
53 N -3.42 -25.67 -2.43
54 H -1.55 -30.05 2.62
55 H -1.51 -27.88 1.63
56 H -2.67 -29.53 -2.13
57 H -2.86 -31.72 -1.11
58 H -4.52 -27.18 0.38
59 H -6.37 -25.66 -0.79
60 H -7.80 -26.56 -2.93
61 H -10.06 -25.81 -2.53
62 H -8.88 -21.83 -3.48
63 H -6.62 -22.54 -3.83
64 H -2.25 -27.30 -8.75
65 H -2.81 -27.82 -11.05
66 H -4.03 -23.69 -11.57
67 H -3.60 -23.30 -9.11
68 H 0.03 -25.06 -8.79
69 H 2.08 -25.17 -7.21
70 H 2.42 -27.48 -2.36
71 H 0.52 -28.51 -0.73
72 H 3.63 -26.09 -6.05
73 H 5.71 -24.88 -5.69
74 H 4.32 -23.54 -1.85
75 H 2.16 -24.67 -2.35
76 H -5.26 -24.72 -8.09
77 H -6.91 -24.51 -6.08
78 Cl 3.82 -21.29 -7.03
79 C 2.17 -21.69 -6.50
80 C 1.06 -21.63 -7.34
81 C -0.18 -22.00 -6.83
82 C -0.40 -22.58 -5.54
83 O -1.52 -23.05 -5.18
84 C 0.75 -22.53 -4.70
85 C 0.57 -22.58 -3.27
86 N -0.48 -23.02 -2.66
87 C -0.73 -22.92 -1.30
88 C 0.00 -23.57 -0.32
89 C -0.44 -23.66 1.01
90 C -1.68 -23.16 1.35
91 C -2.47 -22.55 0.37
92 C -3.85 -22.16 0.60
93 C -4.63 -21.70 -0.39
94 C -4.04 -21.59 -1.66
95 N -2.80 -21.86 -1.94
96 C -2.00 -22.36 -0.94
97 C 1.99 -22.08 -5.18
98 H 1.18 -21.22 -8.35
99 H -0.99 -22.05 -7.55
100 H 1.39 -22.10 -2.70
101 H 0.84 -24.13 -0.67
102 H 0.15 -24.26 1.70
103 H -2.09 -23.30 2.35
104 H -4.22 -22.30 1.62
105 H -5.69 -21.50 -0.30
106 H -4.66 -21.21 -2.49
107 H 2.85 -22.11 -4.54

Atom charges from the Löwdin analysis, given in e for atoms 1 to 2: atom 1 (Mg): 0.73, atom 2 (I): 0.85

(2)
C60H41NO20 | the ωB97M-V functional and the def2-TZVPD basis

Output
- LUMO (eV) = -1.9
- frontier orbital gap (eV) = 8.083
- strongest force on any atom (eV Å⁻¹) = 3.66
- energy above the lowest of the compared OMol25 structures with the same formula, charge and spin (kcal/mol) = 16.2
- E (eV) = -105308.856

Atoms and positions in Å:
1 O -2.94 -1.43 2.28
2 N -2.81 -1.47 1.06
3 O -3.31 -2.24 0.29
4 C -1.90 -0.48 0.50
5 C -0.94 0.05 1.30
6 C 0.02 0.90 0.67
7 C -0.14 1.22 -0.67
8 C -1.17 0.59 -1.46
9 C -2.01 -0.33 -0.85
10 H -0.80 -0.28 2.34
11 H 0.92 1.22 1.23
12 H 0.54 1.89 -1.21
13 H -1.19 0.69 -2.54
14 H -2.74 -0.89 -1.41
15 O -3.79 2.94 -2.12
16 C -3.54 3.27 -0.96
17 C -2.99 4.58 -0.51
18 C -2.72 4.75 0.79
19 C -2.95 3.71 1.81
20 O -2.44 3.88 2.88
21 C -3.55 2.38 1.43
22 C -3.77 2.19 0.16
23 H -2.71 5.32 -1.26
24 H -2.21 5.59 1.15
25 H -3.65 1.65 2.23
26 H -4.08 1.22 -0.21
27 O 4.32 3.25 1.04
28 C 5.14 2.59 1.65
29 C 6.45 2.60 1.11
30 C 7.40 2.24 2.00
31 C 7.10 1.86 3.42
32 O 7.97 1.60 4.20
33 C 5.72 1.73 3.80
34 C 4.77 2.03 2.95
35 H 6.61 3.06 0.13
36 H 8.45 2.29 1.76
37 H 5.56 1.37 4.78
38 H 3.72 1.91 3.22
39 O -2.10 4.73 -7.81
40 C -1.55 4.39 -6.80
41 C -1.15 2.94 -6.68
42 C -0.42 2.50 -5.65
43 C -0.19 3.40 -4.45
44 O 0.31 2.96 -3.43
45 C -0.59 4.79 -4.56
46 C -1.24 5.25 -5.63
47 H -1.67 2.38 -7.48
48 H -0.27 1.44 -5.66
49 H -0.40 5.48 -3.74
50 H -1.66 6.26 -5.78
51 O -2.90 0.51 5.32
52 C -1.70 0.54 5.49
53 C -0.96 -0.43 6.34
54 C 0.36 -0.42 6.35
55 C 1.19 0.52 5.48
56 O 2.40 0.59 5.51
57 C 0.42 1.46 4.59
58 C -0.90 1.54 4.72
59 H -1.50 -1.14 6.99
60 H 0.98 -1.09 6.95
61 H 1.05 2.12 4.03
62 H -1.50 2.27 4.17
63 O 6.53 -1.81 2.37
64 C 5.32 -1.75 2.39
65 C 4.56 -1.05 1.35
66 C 3.22 -0.85 1.44
67 C 2.46 -1.41 2.56
68 O 1.27 -1.64 2.44
69 C 3.22 -1.91 3.71
70 C 4.54 -2.06 3.61
71 H 5.02 -0.81 0.43
72 H 2.77 -0.36 0.60
73 H 2.65 -2.17 4.64
74 H 5.10 -2.49 4.43
75 O -6.21 -3.52 5.13
76 C -5.21 -4.03 4.74
77 C -5.06 -4.41 3.28
78 C -4.04 -5.13 2.88
79 C -2.83 -5.40 3.77
80 O -1.77 -5.68 3.27
81 C -2.97 -5.15 5.17
82 C -4.03 -4.43 5.59
83 H -5.96 -4.15 2.77
84 H -3.95 -5.43 1.83
85 H -2.13 -5.56 5.75
86 H -4.15 -4.15 6.62
87 O -7.71 -0.58 -4.66
88 C -6.53 -0.77 -4.39
89 C -5.65 0.22 -3.72
90 C -4.33 0.03 -3.73
91 C -3.84 -1.29 -4.29
92 O -2.70 -1.56 -4.13
93 C -4.69 -2.29 -4.89
94 C -5.99 -2.09 -4.89
95 H -6.28 1.10 -3.49
96 H -3.69 0.78 -3.37
97 H -4.25 -3.21 -5.34
98 H -6.81 -2.71 -5.32
99 O 6.06 0.90 -1.03
100 C 5.24 0.71 -1.94
101 C 3.96 1.37 -2.17
102 C 3.22 1.33 -3.28
103 C 3.40 0.35 -4.40
104 O 2.69 0.21 -5.35
105 C 4.59 -0.44 -4.17
106 C 5.41 -0.30 -3.10
107 H 3.73 2.12 -1.44
108 H 2.35 1.95 -3.30
109 H 4.70 -1.30 -4.82
110 H 6.27 -0.96 -3.07
111 O -1.10 -4.71 -2.81
112 C -0.22 -4.04 -2.39
113 C -0.06 -3.55 -1.03
114 C 0.90 -2.63 -0.85
115 C 1.91 -2.35 -1.92
116 O 2.76 -1.50 -1.80
117 C 1.88 -3.10 -3.14
118 C 0.84 -3.84 -3.43
119 H -0.81 -3.71 -0.25
120 H 0.97 -2.01 0.04
121 H 2.62 -2.86 -3.89
122 H 0.48 -4.37 -4.27

Atom charges from the Löwdin analysis, given in e for atoms 1 to 2: atom 1 (O): 0.07, atom 2 (N): -0.34

(3)
C60H42N6OReS2 | the ωB97M-V functional and the def2-TZVPD basis

Output
- LUMO (alpha / beta) (eV) = -0.9 / -1.2
- 2S+1 = 4
- frontier orbital gap (alpha / beta) (eV) = 5.461 / 5.301
- strongest force on any atom (eV Å⁻¹) = 1.48
- energy above the lowest of the compared OMol25 structures with the same formula, charge and spin (kcal/mol) = 40.3
- E (eV) = -97690.092

Atoms and positions in Å:
1 Re -0.01 -0.48 1.24
2 C -6.38 1.45 5.11
3 C -5.11 1.71 5.60
4 C -4.00 1.35 4.86
5 C -4.14 0.72 3.62
6 C -5.42 0.46 3.14
7 C -6.53 0.82 3.88
8 C -2.90 0.33 2.88
9 C -2.53 -1.00 2.87
10 C -3.33 -2.09 3.38
11 C -2.79 -3.24 2.95
12 C -1.62 -2.91 2.15
13 N -1.42 -1.54 2.26
14 C -1.00 -3.77 1.26
15 C 0.25 -3.38 0.47
16 C 1.21 -4.53 0.59
17 C 2.12 -4.21 1.52
18 C 1.93 -2.81 1.90
19 C 2.77 -2.08 2.72
20 C 3.70 -2.82 3.60
21 C 5.09 -2.66 3.60
22 C 5.88 -3.37 4.49
23 C 5.32 -4.26 5.38
24 C 3.94 -4.45 5.38
25 C 3.15 -3.74 4.50
26 C 2.71 -0.66 2.77
27 N 1.70 0.11 2.26
28 C 2.02 1.44 2.45
29 C 1.18 2.55 2.26
30 C 1.72 3.89 2.64
31 C 1.27 4.49 3.82
32 C 1.75 5.74 4.19
33 C 2.67 6.40 3.39
34 C 3.13 5.80 2.23
35 C 2.67 4.54 1.86
36 C -0.19 2.44 2.03
37 C -1.20 3.44 2.24
38 C -2.38 2.79 2.45
39 C -2.12 1.39 2.36
40 N -0.82 1.22 1.95
41 C 3.29 1.50 3.09
42 C 3.70 0.21 3.32
43 N 0.90 -2.30 1.18
44 C -1.46 -5.18 1.21
45 C -1.98 -5.73 0.04
46 C -2.46 -7.04 0.03
47 C -2.41 -7.82 1.18
48 C -1.86 -7.29 2.34
49 C -1.39 -5.99 2.36
50 H -7.25 1.73 5.69
51 H -4.98 2.19 6.56
52 H -3.00 1.55 5.23
53 H -5.54 -0.03 2.19
54 H -7.52 0.61 3.50
55 H -4.23 -1.97 3.97
56 H -3.15 -4.24 3.12
57 H 1.07 -5.47 0.08
58 H 2.91 -4.83 1.90
59 H 5.55 -2.00 2.88
60 H 6.96 -3.23 4.48
61 H 5.94 -4.82 6.07
62 H 3.49 -5.16 6.07
63 H 2.07 -3.87 4.52
64 H 0.56 3.97 4.44
65 H 1.40 6.19 5.11
66 H 3.03 7.38 3.67
67 H 3.84 6.31 1.60
68 H 3.03 4.07 0.96
69 H -1.02 4.50 2.26
70 H -3.35 3.22 2.65
71 H 3.81 2.40 3.36
72 H 4.59 -0.11 3.82
73 H -2.04 -5.12 -0.85
74 H -2.89 -7.44 -0.88
75 H -2.79 -8.83 1.16
76 H -1.80 -7.90 3.23
77 H -0.95 -5.58 3.26
78 C 2.31 -2.06 -1.15
79 C 0.85 -2.00 -1.45
80 N -0.02 -2.79 -0.91
81 N -1.27 -2.98 -1.44
82 C -2.19 -2.08 -1.31
83 S -2.16 -0.62 -0.44
84 S -3.55 -2.47 -2.38
85 C -5.02 -1.90 -1.45
86 C -5.73 -3.09 -0.86
87 C -6.94 -3.55 -1.39
88 C -7.54 -4.69 -0.88
89 C -6.94 -5.39 0.16
90 C -5.74 -4.93 0.70
91 C -5.15 -3.79 0.19
92 C 0.46 -0.88 -2.32
93 C 0.09 -0.99 -3.65
94 C -0.21 0.14 -4.39
95 C -0.16 1.38 -3.78
96 C 0.20 1.51 -2.45
97 C 0.53 0.39 -1.67
98 O 0.90 0.53 -0.40
99 H 2.61 -2.98 -0.66
100 H 2.59 -1.20 -0.54
101 H 2.84 -1.96 -2.10
102 H -5.65 -1.37 -2.16
103 H -4.65 -1.21 -0.69
104 H -7.41 -3.00 -2.20
105 H -8.46 -5.05 -1.30
106 H -7.40 -6.28 0.55
107 H -5.27 -5.47 1.51
108 H -4.21 -3.44 0.60
109 H 0.05 -1.97 -4.10
110 H -0.48 0.05 -5.44
111 H -0.43 2.27 -4.34
112 H 0.24 2.47 -1.96

Atom charges from the Löwdin analysis, given in e for atoms 1 to 2: atom 1 (Re): 1.65, atom 2 (C): -0.09